Entry 1:
13
Properties=species:S:1:pos:R:3:nbo_charge:R:1 method="wB97M-V/def2-TZVPD" orbital_gap_ev=9.4 homo_energy_ev=-9.117 energy_ha=-469.00712
N 1.5313 -1.7148 -0.0675 -0.662
N 0.4600 -1.2380 0.6159 -0.315
C 0.1526 0.0038 0.2909 0.563
N 1.0218 0.5506 -0.5855 -0.378
O 1.4050 2.1163 -0.2380 -0.572
O -0.9979 0.4702 0.9950 -0.479
C -2.0514 0.2787 0.0652 0.630
O -2.1006 -0.5134 -0.9448 -0.543
H 1.6615 -2.5885 0.2818 0.377
H 1.3751 -1.8761 -1.0494 0.360
H 1.8807 -0.1877 -0.5881 0.406
H 1.7880 2.0520 0.6654 0.457
H -2.8559 1.1352 0.3160 0.156


Entry 2:
16
Properties=species:S:1:pos:R:3:nbo_charge:R:1 method="wB97M-V/def2-TZVPD" orbital_gap_ev="7.1 / 8.7" homo_energy_ev="-6.750 / -9.880" energy_ha=-693.17125 spin_multiplicity=3
B 1.6119 -0.6150 0.0529 1.110
C -2.1847 0.4888 0.8182 -0.731
C 1.3402 0.7358 -0.7316 -0.995
C -1.3091 -0.5665 -1.4598 -0.425
O 1.0661 -0.7605 1.2920 -0.896
O 2.3208 -1.5905 -0.5668 -0.890
S -1.7782 -1.1025 0.0109 0.311
H -2.4052 0.2914 1.8628 0.228
H -3.0424 0.9300 0.3216 0.222
H -1.3171 1.1341 0.7267 0.228
H 0.3724 0.6335 -1.2417 0.247
H 1.2758 1.5977 -0.0767 0.227
H 2.0847 0.9228 -1.4975 0.234
H -1.0159 -1.4322 -2.0655 0.167
H 1.1956 -1.6049 1.7272 0.482
H 2.4216 -2.4248 -0.1061 0.482


Entry 3:
14
Properties=species:S:1:pos:R:3:nbo_charge:R:1 method="wB97M-V/def2-TZVPD" orbital_gap_ev=10.8 homo_energy_ev=-9.871 energy_ha=-361.75044
C 0.8173 0.7457 -1.3550 -0.685
C 0.3839 0.0896 -0.0769 0.191
N 0.8005 0.4192 1.0840 -0.125
O 1.7171 1.4569 1.0165 -0.572
C -0.6094 -1.0252 -0.1220 0.014
C -1.6839 -1.1100 0.8609 -0.097
O -1.9393 -0.6486 -0.4609 -0.485
H 1.8992 0.6452 -1.4928 0.238
H 0.2971 0.3136 -2.2133 0.226
H 0.6014 1.8183 -1.3136 0.244
H 1.9423 1.5999 1.9446 0.479
H -0.2696 -1.9381 -0.6168 0.192
H -2.1143 -2.0791 1.1096 0.184
H -1.7358 -0.3508 1.6386 0.196


Entry 4:
20
Properties=species:S:1:pos:R:3:nbo_charge:R:1 method="wB97M-V/def2-TZVPD" orbital_gap_ev=7.9 charge=+1 homo_energy_ev=-12.541 energy_ha=-452.89937
C -1.1089 1.0076 -1.4489 0.606
C -0.4367 0.8025 2.1648 0.328
C 0.2438 -0.5562 -0.1419 0.288
C 1.8825 -2.2763 0.8314 -0.423
N -1.5507 1.1529 -2.6795 -0.789
N -1.1665 1.7987 -0.4462 -0.806
N 1.1795 -1.5270 -0.2349 -0.602
N -0.2561 -0.0420 -1.2340 -0.617
O 0.1748 1.5424 3.0735 -0.583
H -0.8040 1.2912 1.2946 0.247
H -0.5722 -0.2332 2.4829 0.207
H 1.8891 -1.8421 1.9009 0.227
H 1.4300 -3.3166 0.9852 0.223
H 2.9503 -2.2823 0.5406 0.230
H -2.3633 1.7093 -2.9251 0.424
H -1.5795 0.3454 -3.3548 0.405
H -1.6732 2.6556 -0.4286 0.376
H 0.5987 2.3362 2.7894 0.525
H 1.0435 -2.0914 -1.1559 0.367
H 0.1189 -0.4745 -2.0137 0.366


Entry 5:
157
Properties=species:S:1:pos:R:3:mulliken_charge:R:1 method="wB97M-V/def2-TZVPD" orbital_gap_ev=7.8 homo_energy_ev=-8.954 smiles="Cc1cccc(CN(S(=O)(=O)F)S(=O)(=O)C(F)(F)C(F)(F)C(F)(F)C(F)(F)F)c1.COP(=O)(OC)OC.COP(=O)(OC)OC.COP(=O)(OC)OC.COP(=O)(OC)OC.COP(=O)(OC)OC.COP(=O)(OC)OC.COP(=O)(OC)OC" energy_ha=-7947.87200
C -10.4463 7.3436 -4.1910 -1.015
C -9.5060 6.0639 -3.9891 0.569
C -8.6214 5.4193 -5.0861 -0.658
C -7.6913 4.1865 -4.8510 -0.467
C -7.6401 3.5671 -3.4246 -0.466
C -8.5307 4.2305 -2.3262 0.304
C -8.4231 3.5992 -0.8360 -0.948
N -7.0683 3.8971 -0.2584 0.187
S -6.6636 5.5736 -0.2829 1.208
O -5.6851 5.9609 0.8079 -0.503
O -6.0257 6.0138 -1.5854 -0.541
F -8.0661 6.4726 0.0172 -0.282
S -6.8754 3.1987 1.3374 0.948
O -7.2998 4.0978 2.4537 -0.551
O -7.7331 1.9463 1.3920 -0.641
C -5.1059 2.6090 1.4194 0.536
F -5.1260 1.2486 0.9547 -0.283
F -4.3734 3.3318 0.4497 -0.236
C -4.4540 2.5672 2.8808 0.504
F -3.5813 1.4285 2.9227 -0.186
F -5.4752 2.2566 3.8417 -0.254
C -3.7676 3.9157 3.3886 0.436
F -3.3886 3.6778 4.7566 -0.281
F -4.6613 5.0158 3.4440 -0.181
C -2.4335 4.3655 2.6302 0.676
F -1.8421 3.3904 1.8114 -0.221
F -2.7535 5.4634 1.7698 -0.211
F -1.4596 4.8607 3.5303 -0.235
C -9.4507 5.4445 -2.5697 -0.149
H -11.4901 7.0753 -3.8138 0.294
H -10.4106 7.6996 -5.2714 0.315
H -10.0697 8.1916 -3.5047 0.262
H -8.6154 5.8741 -6.1287 0.269
H -7.0267 3.7425 -5.6644 0.345
H -6.9744 2.6803 -3.1429 0.346
H -8.5474 2.4626 -0.9979 0.444
H -9.2901 3.9336 -0.1636 0.409
H -10.0496 5.8329 -1.6726 0.241
C 0.2883 0.0106 6.2729 -0.507
O -0.7681 -0.9429 6.3008 -0.285
P -0.7183 -2.1450 5.2369 0.923
O 0.5256 -2.2284 4.4363 -0.459
O -2.0614 -1.9624 4.3939 -0.448
C -2.1885 -0.7861 3.6117 -0.698
O -1.0483 -3.4288 6.1227 -0.380
C -0.1649 -3.7252 7.1939 -0.529
H 0.1532 0.6901 5.4289 0.254
H 0.2598 0.5844 7.2000 0.262
H 1.2594 -0.4827 6.2031 0.214
H -1.2470 -0.5394 3.1148 0.342
H -2.4977 0.0420 4.2507 0.281
H -2.9543 -0.9523 2.8541 0.315
H -0.4357 -3.1278 8.0658 0.246
H 0.8727 -3.5224 6.9163 0.215
H -0.2632 -4.7817 7.4450 0.249
C 5.5574 -0.7901 3.6197 -0.688
O 5.6539 -2.2096 3.5683 -0.083
P 5.4478 -3.0226 4.9379 1.001
O 5.0100 -2.2103 6.0969 -0.785
O 6.8332 -3.7940 5.1350 0.066
C 7.9956 -3.0101 5.3472 -0.859
O 4.4599 -4.1976 4.5144 -0.388
C 3.1866 -3.8237 4.0014 -0.601
H 6.4648 -0.3715 4.0595 0.305
H 5.4485 -0.4133 2.6020 0.302
H 4.6848 -0.4788 4.1963 0.266
H 7.7894 -2.1721 6.0172 0.355
H 8.3622 -2.6362 4.3886 0.266
H 8.7633 -3.6399 5.7962 0.212
H 3.2751 -3.5948 2.9383 0.236
H 2.7879 -2.9572 4.5321 0.207
H 2.4993 -4.6606 4.1263 0.343
C 10.5693 -4.7745 10.3607 -0.601
O 9.5117 -5.7256 10.3796 -0.291
P 9.5661 -6.9253 9.3119 1.083
O 10.8142 -7.0092 8.5188 -0.653
O 8.2279 -6.7389 8.4615 -0.438
C 8.1063 -5.5610 7.6814 -0.908
O 9.2272 -8.2116 10.1920 -0.359
C 10.1022 -8.5133 11.2672 -0.647
H 10.4405 -4.0925 9.5179 0.260
H 10.5364 -4.2032 11.2893 0.253
H 11.5397 -5.2695 10.2951 0.311
H 9.0507 -5.3142 7.1905 0.349
H 7.7934 -4.7322 8.3208 0.355
H 7.3444 -5.7246 6.9192 0.396
H 9.8272 -7.9180 12.1393 0.260
H 11.1419 -8.3123 10.9968 0.325
H 9.9998 -9.5704 11.5143 0.251
C 4.8065 6.3232 4.9332 -0.653
O 4.7785 4.9388 4.6051 -0.218
P 6.0367 4.3333 3.8108 0.885
O 7.1843 5.2544 3.6457 -0.672
O 5.3997 3.7859 2.4523 -0.317
C 4.8303 4.7354 1.5661 -0.695
O 6.3523 2.9841 4.6048 -0.191
C 6.6875 3.1025 5.9790 -0.687
H 4.5919 6.9200 4.0446 0.290
H 4.0398 6.5154 5.6848 0.240
H 5.7747 6.6075 5.3486 0.310
H 5.4464 5.6354 1.5029 0.341
H 3.8267 4.9969 1.9089 0.271
H 4.7586 4.2867 0.5751 0.238
H 5.7745 3.1680 6.5726 0.287
H 7.3074 3.9845 6.1581 0.347
H 7.2422 2.2136 6.2808 0.226
C -3.9522 1.7447 -9.3448 -0.619
O -4.2001 0.4186 -8.8917 -0.312
P -5.3489 0.2079 -7.7888 0.997
O -6.1557 1.4130 -7.4742 -0.513
O -4.5709 -0.4340 -6.5504 -0.386
C -3.5886 0.3623 -5.9093 -0.617
O -6.1714 -1.0344 -8.3547 -0.416
C -6.7783 -0.8861 -9.6300 -0.661
H -3.3917 2.2972 -8.5881 0.289
H -3.3596 1.6920 -10.2590 0.244
H -4.8862 2.2625 -9.5695 0.312
H -3.9240 1.3972 -5.8073 0.295
H -2.6608 0.3289 -6.4848 0.246
H -3.4025 -0.0477 -4.9164 0.236
H -6.0436 -1.0932 -10.4093 0.268
H -7.1788 0.1224 -9.7603 0.313
H -7.5947 -1.6038 -9.7146 0.320
C 8.0586 -3.4665 -0.8870 -0.552
O 8.6685 -4.5295 -0.1652 -0.286
P 7.7746 -5.8271 0.1515 1.173
O 6.4419 -5.8493 -0.4945 -0.665
O 7.7623 -5.9004 1.7456 -0.413
C 7.1291 -4.8397 2.4455 -0.733
O 8.7407 -7.0373 -0.2323 -0.369
C 9.1936 -7.1077 -1.5747 -0.654
H 7.3926 -2.9048 -0.2288 0.211
H 8.8432 -2.8017 -1.2512 0.259
H 7.5020 -3.8452 -1.7459 0.304
H 6.2032 -4.5373 1.9504 0.370
H 7.8107 -3.9883 2.5078 0.181
H 6.8959 -5.1781 3.4519 0.262
H 10.0586 -6.4550 -1.7026 0.255
H 8.4046 -6.8146 -2.2720 0.325
H 9.4908 -8.1346 -1.7894 0.253
C -8.3040 1.3393 -16.3446 -0.632
O -8.4191 0.3932 -15.2878 -0.320
P -8.0541 0.8837 -13.8025 1.032
O -7.7910 2.3342 -13.6612 -0.659
O -6.8491 -0.0727 -13.3714 -0.272
C -5.6365 0.0320 -14.0992 -0.725
O -9.2617 0.3207 -12.9260 -0.293
C -10.5677 0.7719 -13.2509 -0.699
H -7.2526 1.4841 -16.6007 0.280
H -8.8322 0.9497 -17.2157 0.250
H -8.7549 2.2934 -16.0667 0.309
H -5.3946 1.0753 -14.3152 0.368
H -5.7227 -0.5290 -15.0323 0.274
H -4.8336 -0.3999 -13.5011 0.238
H -10.9653 0.1756 -14.0735 0.262
H -10.5607 1.8281 -13.5313 0.348
H -11.2087 0.6425 -12.3784 0.246


Entry 6:
18
Properties=species:S:1:pos:R:3:mulliken_charge:R:1 method="wB97M-V/def2-TZVPD" orbital_gap_ev=7.9 homo_energy_ev=-7.542 energy_ha=-289.69595
C 1.6234 -3.0349 -0.3662 -0.901
C 1.0575 -1.9474 0.6019 -0.222
C 0.0936 -1.0457 0.1650 -0.198
N -0.5085 0.0415 0.6285 -0.257
C -1.2464 0.9616 -0.2591 -0.228
C -0.8396 3.2224 0.7246 -0.774
C -0.5594 2.2791 -0.3180 -0.355
H 1.7843 -2.3694 -1.3197 0.273
H 1.0146 -3.9613 -0.3905 0.240
H 2.6227 -3.3265 0.0140 0.284
H 1.5489 -1.6435 1.5020 0.333
H -0.2553 -1.1542 -0.9048 0.153
H -0.0445 0.7719 1.2299 0.301
H -1.5022 0.5912 -1.3460 0.318
H -2.2277 1.2670 0.1966 0.267
H -1.3334 3.4191 -0.4305 0.176
H -1.6223 3.5162 1.2467 0.332
H 0.3941 2.4130 -0.9743 0.258


Entry 7:
16
Properties=species:S:1:pos:R:3:nbo_charge:R:1 method="wB97M-V/def2-TZVPD" orbital_gap_ev=9.3 homo_energy_ev=-8.406 energy_ha=-325.71114
C -1.9752 -0.5010 0.1150 -0.645
C -1.2125 0.6387 0.7579 -0.036
N -0.0481 0.4076 1.6060 -0.586
C 0.1504 0.9975 0.2793 -0.233
C 0.5419 0.2576 -0.9623 0.148
C 2.1594 -0.5105 -0.6266 -0.214
O 0.8833 -1.0909 -0.6506 -0.555
H -2.4915 -0.1463 -0.7835 0.224
H -2.7213 -0.9042 0.8057 0.217
H -1.3139 -1.3180 -0.1853 0.228
H -1.8363 1.4684 1.0878 0.199
H 0.2017 -0.5808 1.5796 0.353
H 0.4372 2.0479 0.2781 0.215
H 1.9178 0.5403 -1.1681 0.259
H 2.8238 -0.9605 -1.3659 0.221
H 2.5687 -0.3456 0.3697 0.206


Entry 8:
22
Properties=species:S:1:pos:R:3:nbo_charge:R:1 method="wB97M-V/def2-TZVPD" orbital_gap_ev=7.6 charge=-1 homo_energy_ev=-3.803 energy_ha=-533.38817
C 0.6461 0.5941 2.6973 -0.770
C 1.0186 -0.6301 3.4499 0.808
O 1.6929 -0.6715 4.4465 -0.603
O 0.5205 -1.7462 2.8659 -0.764
H 0.4713 1.4440 3.3652 0.211
H -0.2638 0.4871 2.1001 0.246
H 1.2755 0.9404 1.8714 0.269
C -1.4499 0.7949 -1.8236 -0.415
C -1.3387 0.5679 -3.3607 -0.606
C -0.2963 0.1427 -1.1133 0.035
C -0.3114 -0.9132 -0.2129 -0.170
C 1.6964 -0.3083 -0.5352 0.096
N 0.9932 0.4754 -1.3577 -0.558
N 0.9501 -1.1420 0.2116 -0.622
H -1.5138 1.8723 -1.6693 0.191
H -2.3233 0.2512 -1.4760 0.195
H -1.9169 -0.3424 -3.6021 0.184
H -1.2072 -1.3360 0.2311 0.175
H 2.7670 -0.3433 -0.3770 0.158
H 0.7631 -1.7707 1.9053 0.531
H -0.3601 0.2536 -3.7033 0.226
H -1.8130 1.3803 -3.9132 0.184


Entry 9:
44
Properties=species:S:1:pos:R:3:nbo_charge:R:1 method="wB97M-V/def2-TZVPD" orbital_gap_ev="7.4 / 8.3" charge=+3 homo_energy_ev="-17.408 / -17.410" energy_ha=-2353.19577 spin_multiplicity=5
Pm -1.3502 -0.6747 0.1901 2.203
N 0.3726 -4.7033 -0.8804 -0.452
C 1.6281 -4.1594 -0.8911 -0.029
C 1.4643 -2.8337 -0.6377 -0.078
N 0.1218 -2.5639 -0.4728 -0.625
C -0.5176 -3.7290 -0.6362 0.329
C -1.9633 -3.8135 -0.5557 0.318
N -2.7106 -2.7330 -0.2900 -0.638
C -4.0189 -3.1558 -0.2923 -0.055
C -4.0581 -4.4911 -0.5616 -0.023
N -2.7596 -4.8819 -0.7208 -0.448
H 0.1843 -5.6832 -1.0356 0.456
H 2.5155 -4.7411 -1.0758 0.276
H 2.2105 -2.0582 -0.6022 0.238
H -4.8437 -2.4893 -0.1076 0.252
H -4.8898 -5.1700 -0.6453 0.278
H -2.4797 -5.8249 -0.9477 0.455
C 0.4291 2.4940 3.5166 -0.421
N 1.3361 1.4376 3.0845 -0.301
C 2.7124 1.5406 3.0547 -0.042
C 3.2035 0.3425 2.6691 -0.044
N 2.1130 -0.4706 2.4481 -0.494
C 0.9765 0.2029 2.7127 0.254
S -0.6168 -0.4912 2.7754 -0.315
H 0.7855 3.4546 3.1533 0.239
H 0.3871 2.5338 4.6046 0.258
H -0.5684 2.2939 3.1380 0.231
H 3.2332 2.4406 3.3348 0.273
H 4.2200 0.0121 2.5432 0.273
H 2.1454 -1.4670 2.3045 0.452
O -0.5248 1.1716 -0.8016 -1.101
S 0.2985 2.5089 -0.7884 1.188
C -0.8940 3.8451 -1.1120 -0.561
C -0.1862 4.7290 -2.1301 -0.422
C 0.3641 3.7752 -3.1903 -0.418
C 1.0838 2.6579 -2.4336 -0.562
H -1.1363 4.3440 -0.1755 0.266
H -1.7839 3.3759 -1.5351 0.253
H 0.6257 5.2887 -1.6599 0.232
H -0.8792 5.4540 -2.5541 0.276
H 1.0565 4.2784 -3.8624 0.269
H -0.4476 3.3702 -3.7950 0.230
H 2.1263 2.9070 -2.2345 0.263
H 1.0352 1.6766 -2.9042 0.266


Entry 10:
17
Properties=species:S:1:pos:R:3:nbo_charge:R:1 method="wB97M-V/def2-TZVPD" orbital_gap_ev=7.6 homo_energy_ev=-8.367 smiles=Oc1cccc2nccnc12 energy_ha=-493.14866
O 1.5413 1.1468 -1.9079 -0.661
C 0.9829 0.9831 -0.6566 0.312
C 1.1424 2.0075 0.3396 -0.258
C 0.4203 1.9966 1.4975 -0.217
C -0.3431 0.8890 1.7661 -0.201
C -0.5369 -0.2029 0.8034 0.132
N -1.1549 -1.2918 1.2427 -0.344
C -1.1853 -2.3137 0.3321 -0.023
C -0.9467 -2.1234 -1.0428 0.004
N -0.2239 -1.0628 -1.4480 -0.404
C 0.0267 -0.0584 -0.5505 0.053
H 1.1244 0.5055 -2.4539 0.493
H 1.9650 2.7011 0.0724 0.238
H 0.5519 2.6023 2.4394 0.237
H -0.6123 0.5552 2.8602 0.231
H -1.9412 -3.0962 0.5219 0.199
H -1.1284 -3.0274 -1.6721 0.210


Entry 11:
21
Properties=species:S:1:pos:R:3:nbo_charge:R:1 method="wB97M-V/def2-TZVPD" orbital_gap_ev="7.4 / 6.1" homo_energy_ev="-8.515 / -7.439" energy_ha=-1250.00829
C 1.2020 0.8544 1.6434 0.080
C 1.5346 1.1282 -1.4550 -0.910
C 3.7412 -0.6003 0.0952 -1.102
C -1.4339 -2.0705 0.1249 -1.149
C -2.9884 1.8197 -0.6964 -0.837
O 1.6044 1.8508 2.1961 -0.547
Si 2.0005 0.1394 -0.0453 1.102
Si 0.3713 -1.5531 0.5811 0.759
S -0.2077 -0.0893 2.1397 -0.184
H 0.6642 1.7655 -1.7204 0.236
H 2.0746 0.9290 -2.3627 0.206
H -1.9867 2.1623 -0.5411 0.216
H 4.0079 -1.1647 1.1030 0.264
H 4.0789 -1.2698 -0.6561 0.254
H 4.2648 0.3563 0.1911 0.246
H -1.4118 -2.3280 -0.9163 0.235
H -1.6560 -3.0605 0.6328 0.256
H -2.1582 -1.2014 0.1247 0.254
H -3.7684 2.5819 -0.3627 0.215
H -3.2251 1.6055 -1.6410 0.203
H -3.1930 0.8197 -0.2216 0.203